# 1
{"formula": "C27H26N4O", "method": "ωB97M-V with the def2-TZVPD basis set", "species": ["O", "C", "C", "N", "C", "C", "N", "C", "C", "C", "C", "C", "N", "C", "C", "N", "C", "C", "C", "C", "C", "C", "C", "C", "C", "C", "C", "C", "C", "C", "C", "C", "H", "H", "H", "H", "H", "H", "H", "H", "H", "H", "H", "H", "H", "H", "H", "H", "H", "H", "H", "H", "H", "H", "H", "H", "H", "H"], "xyz": [[-1.2245, -1.8816, 2.2277], [-0.7776, -0.8233, 1.8485], [0.6322, -0.3806, 2.2286], [1.5833, -1.1655, 1.4568], [1.5620, -0.8218, 0.0447], [2.5096, -1.7422, -0.7253], [3.8522, -1.6457, -0.1940], [4.7140, -0.7365, -0.7453], [5.9870, -0.4658, -0.2093], [6.8177, 0.4066, -0.8758], [6.3898, 0.9993, -2.0589], [5.1278, 0.6669, -2.5119], [4.3139, -0.1623, -1.8853], [3.8595, -1.9878, 1.2082], [2.9297, -1.0501, 1.9844], [-1.4763, 0.0043, 1.0045], [-1.1416, 1.3621, 0.7739], [-0.9303, 1.8031, -0.5276], [-0.6216, 3.1300, -0.7646], [-0.5275, 4.0237, 0.2893], [-0.7531, 3.5890, 1.5852], [-1.0656, 2.2643, 1.8307], [-2.6594, -0.4539, 0.3702], [-2.7106, -1.7551, -0.1692], [-3.8408, -2.1914, -0.7970], [-4.9713, -1.3583, -0.9313], [-6.1509, -1.7846, -1.5745], [-7.2266, -0.9484, -1.6860], [-7.1703, 0.3523, -1.1608], [-6.0402, 0.7962, -0.5336], [-4.9140, -0.0432, -0.4005], [-3.7409, 0.3831, 0.2505], [0.7909, 0.7000, 2.0873], [0.7725, -0.6304, 3.2833], [0.5479, -0.9539, -0.3352], [1.8655, 0.2288, -0.1208], [2.5330, -1.4631, -1.7773], [2.1764, -2.7778, -0.6150], [6.3248, -0.9337, 0.7010], [7.7988, 0.6260, -0.4782], [7.0164, 1.6880, -2.6021], [4.7302, 1.0881, -3.4274], [4.8650, -1.9452, 1.6217], [3.4851, -3.0114, 1.3042], [2.9173, -1.3365, 3.0384], [3.3116, -0.0140, 1.9044], [-1.0089, 1.1020, -1.3451], [-0.4512, 3.4657, -1.7763], [-0.2848, 5.0585, 0.1015], [-0.6934, 4.2851, 2.4085], [-1.2563, 1.9200, 2.8371], [-1.8522, -2.4002, -0.0730], [-3.8798, -3.1893, -1.2090], [-6.1893, -2.7872, -1.9759], [-8.1284, -1.2817, -2.1783], [-8.0297, 0.9995, -1.2574], [-5.9921, 1.7966, -0.1275], [-3.7051, 1.3833, 0.6588]], "e_tot_ha": -1338.761138, "relative_energy_ev": 0.4813}

# 2
{"formula": "C38H96O28S9", "method": "ωB97M-V with the def2-TZVPD basis set", "species": ["O", "S", "O", "O", "C", "C", "C", "H", "H", "H", "H", "H", "H", "H", "H", "O", "S", "O", "O", "C", "C", "C", "H", "H", "H", "H", "H", "H", "H", "H", "O", "S", "O", "O", "C", "C", "C", "H", "H", "H", "H", "H", "H", "H", "H", "O", "S", "O", "O", "C", "C", "C", "H", "H", "H", "H", "H", "H", "H", "H", "C", "O", "H", "H", "H", "H", "C", "O", "H", "H", "H", "H", "C", "O", "H", "H", "H", "H", "C", "O", "H", "H", "H", "H", "C", "O", "H", "H", "H", "H", "C", "O", "H", "H", "H", "H", "C", "C", "C", "S", "O", "O", "C", "H", "H", "H", "H", "H", "H", "H", "H", "C", "C", "C", "S", "O", "O", "C", "H", "H", "H", "H", "H", "H", "H", "H", "C", "C", "C", "S", "O", "O", "C", "H", "H", "H", "H", "H", "H", "H", "H", "C", "C", "C", "S", "O", "O", "C", "H", "H", "H", "H", "H", "H", "H", "H", "C", "C", "C", "S", "O", "O", "C", "H", "H", "H", "H", "H", "H", "H", "H"], "xyz": [[-1.8796, -7.2659, 2.9013], [-0.7416, -7.4883, 3.8381], [-0.0532, -8.7649, 3.9567], [0.4540, -6.3702, 3.5398], [0.0288, -5.1040, 3.1164], [1.2851, -4.3984, 2.4433], [-1.1499, -6.8820, 5.4941], [-0.3083, -4.6109, 4.0281], [-0.7214, -5.1986, 2.3313], [0.9099, -3.5034, 1.9472], [1.7808, -4.9911, 1.6745], [1.9764, -4.0153, 3.1939], [-1.8551, -7.6197, 5.8770], [-1.6590, -5.9185, 5.4708], [-0.2435, -6.8187, 6.0963], [1.8570, -0.9425, -2.8880], [2.9828, -0.0589, -2.6018], [3.7059, -0.3847, -1.3811], [4.1230, -0.1623, -3.7892], [3.6981, -0.2365, -5.1160], [4.9895, -0.6902, -5.8560], [2.5215, 1.7856, -2.8361], [3.3875, 0.7404, -5.4864], [2.9534, -1.0113, -5.2981], [4.7252, -0.7745, -6.9102], [5.1981, -1.6912, -5.4784], [5.8472, -0.0880, -5.5564], [1.9311, 1.9438, -3.7386], [3.4487, 2.3551, -2.7724], [1.9328, 2.0954, -1.9726], [-1.7845, 1.8539, 0.0154], [-1.0522, 1.3526, -1.1068], [-0.6855, 2.1702, -2.2539], [0.3219, 0.6071, -0.5028], [0.2187, -0.0680, 0.7367], [1.4685, -0.8861, 0.9222], [-1.9111, -0.1545, -1.6960], [-0.7270, -0.6074, 0.6850], [0.1450, 0.7143, 1.4922], [2.3726, -0.2870, 0.8135], [1.4124, -1.6070, 0.1066], [1.4558, -1.3197, 1.9221], [-2.7372, 0.1763, -2.3255], [-2.3156, -0.7368, -0.8681], [-1.2462, -0.7525, -2.3193], [1.4759, -1.2786, 4.7734], [2.4990, -2.1269, 5.3618], [2.2101, -3.4883, 5.7289], [3.8525, -2.0838, 4.3582], [4.7222, -3.2003, 4.4729], [5.5716, -3.2477, 3.2321], [3.1627, -1.3613, 6.8811], [4.3471, -4.2188, 4.5729], [5.4034, -3.1023, 5.3181], [6.2895, -4.0634, 3.1467], [6.1535, -2.3272, 3.1852], [4.9652, -3.2124, 2.3270], [2.4375, -1.4035, 7.6937], [3.4376, -0.3415, 6.6116], [4.0248, -1.9792, 7.1324], [1.9456, 1.9106, 4.2972], [1.2304, 3.0960, 4.6469], [2.3266, 1.4132, 5.1891], [1.4241, 1.1187, 3.7595], [2.8709, 2.1497, 3.7730], [1.6880, 3.4474, 5.4141], [-2.1512, -2.3684, 4.3995], [-2.6372, -2.5704, 3.0669], [-2.3738, -1.3334, 4.6586], [-2.6414, -3.0231, 5.1201], [-1.0965, -2.6373, 4.3402], [-2.3115, -1.8121, 2.5765], [-1.9279, 1.1637, 3.4667], [-2.3042, 0.3881, 2.3366], [-1.9651, 2.2394, 3.2942], [-2.6308, 0.8366, 4.2328], [-0.9583, 0.7813, 3.7856], [-2.0754, 0.8956, 1.5545], [0.9227, 3.7068, 1.3023], [0.1255, 4.1502, 2.3467], [1.6604, 4.4379, 0.9717], [1.4693, 2.8372, 1.6671], [0.3408, 3.4803, 0.4089], [0.3761, 3.7413, 3.1783], [-1.0454, -0.2127, -5.9817], [-1.6903, 0.5653, -5.0129], [-1.1107, 0.1899, -6.9925], [0.0123, -0.1196, -5.7354], [-1.4288, -1.2266, -5.8666], [-1.4631, 1.4771, -5.2091], [-4.6798, -1.1065, -4.7077], [-4.1428, -0.4829, -5.8373], [-5.6368, -1.5248, -5.0196], [-4.1564, -1.9936, -4.3510], [-4.7925, -0.4774, -3.8248], [-3.2782, -0.1995, -5.5312], [-0.3474, -6.4305, -0.8080], [0.7982, -5.8944, -1.6446], [0.7962, -4.3281, -1.5543], [-0.9988, -3.9499, -1.3857], [-1.5701, -3.4815, -2.6288], [-1.1458, -3.1647, -0.1789], [-1.6098, -5.6308, -0.9851], [-0.0353, -6.4563, 0.2360], [-0.5335, -7.4836, -1.0189], [0.7019, -6.3035, -2.6504], [1.7393, -6.2735, -1.2464], [1.1945, -3.6780, -2.3333], [1.1427, -3.9598, -0.5887], [-2.1297, -6.0355, -1.8534], [-2.2034, -5.5858, -0.0720], [5.6988, 0.5428, 2.5390], [5.8154, 0.8540, 4.0369], [6.8632, 1.9033, 4.2096], [6.6825, 3.0645, 2.8203], [7.9799, 3.2197, 2.2187], [5.7982, 4.2053, 3.1676], [5.7087, 1.9152, 1.7927], [4.7806, 0.0044, 2.3044], [6.5356, -0.1010, 2.2680], [6.0373, -0.0201, 4.6492], [4.9426, 1.3007, 4.5131], [7.8803, 1.5708, 4.0024], [6.8845, 2.4968, 5.1236], [6.0330, 1.8966, 0.7522], [4.7043, 2.3382, 1.8136], [-5.7431, -0.4573, 2.3379], [-5.9107, 1.0543, 2.3523], [-5.4984, 1.5337, 0.9666], [-6.0607, 0.3190, -0.2016], [-5.0687, 0.0237, -1.2116], [-7.3520, 0.8369, -0.6996], [-6.3121, -1.0324, 1.0332], [-6.2289, -0.9941, 3.1527], [-4.6838, -0.7143, 2.3315], [-5.4778, 1.5653, 3.2123], [-6.9755, 1.2747, 2.4279], [-4.4155, 1.4132, 0.9363], [-5.7922, 2.4916, 0.5373], [-5.7396, -1.8510, 0.5969], [-7.3811, -1.2450, 1.0473], [0.2657, 6.3167, -3.8106], [0.0279, 6.9327, -5.2066], [-0.6899, 5.8768, -6.1147], [0.0487, 4.2425, -5.5997], [1.2728, 4.1713, -6.3457], [-0.9589, 3.1581, -5.6703], [0.4141, 4.7755, -3.9239], [-0.5442, 6.4646, -3.0962], [1.0858, 6.8023, -3.2817], [0.9987, 7.1874, -5.6317], [-0.5715, 7.8415, -5.1527], [-0.6441, 6.0860, -7.1834], [-1.7417, 5.8960, -5.8295], [1.3450, 4.3166, -3.5906], [-0.3171, 4.3003, -3.2700], [-3.2788, 4.1481, -2.6649], [-4.1703, 3.0514, -3.3265], [-4.5975, 3.6324, -4.6891], [-5.0468, 5.3790, -4.2674], [-6.5095, 5.5389, -4.1259], [-4.3177, 6.1939, -5.2422], [-4.1731, 5.4346, -2.6556], [-2.3272, 4.2433, -3.1877], [-3.0545, 3.8787, -1.6328], [-4.9960, 2.9112, -2.6289], [-3.6979, 2.0889, -3.5230], [-5.4329, 3.1384, -5.1852], [-3.7993, 3.7551, -5.4211], [-4.8764, 5.1725, -1.8652], [-3.7256, 6.4236, -2.5577]], "e_tot_ha": -7195.596920, "relative_energy_ev": 0.0000}

# 3
{"formula": "C2H3NO2S", "method": "ωB97M-V with the def2-TZVPD basis set", "species": ["C", "C", "S", "H", "H", "O", "N", "O", "H"], "xyz": [[0.8777, -1.1001, 0.4832], [-0.2971, -1.6482, 0.2353], [-1.5614, -2.3963, -0.2710], [1.0470, -0.3679, 1.1778], [1.6405, -1.4730, -0.0262], [-3.1765, 0.3749, 0.8553], [-3.1920, 1.1450, -0.0279], [-1.8970, 1.1608, -0.6440], [-2.0469, 1.8973, -1.2897]], "e_tot_ha": -681.271745, "relative_energy_ev": 5.1042}

# 4
{"formula": "C4H8O2", "method": "ωB97M-V with the def2-TZVPD basis set", "species": ["C", "C", "O", "C", "C", "O", "H", "H", "H", "H", "H", "H", "H", "H"], "xyz": [[-1.2444, 0.7415, -1.4322], [-0.3167, -0.2515, -0.7662], [0.6737, -0.6485, -1.7023], [0.3465, 0.2844, 0.4520], [1.1172, -0.5883, 2.3224], [1.2627, -0.5122, 0.9816], [-0.6908, 1.6297, -1.7490], [-1.6920, 0.2701, -2.3105], [-2.0438, 1.0401, -0.7455], [-0.9081, -1.1377, -0.4605], [1.2992, -1.2037, -1.2167], [0.0480, 1.1493, 1.0311], [0.1254, -0.3762, 2.7083], [2.0232, -0.3973, 2.8875]], "e_tot_ha": -307.542247, "relative_energy_ev": 4.6309}

# 5
{"formula": "C36H33Co2N2O6", "method": "ωB97M-V with the def2-TZVPD basis set", "species": ["C", "C", "C", "C", "C", "C", "N", "C", "N", "C", "C", "C", "C", "C", "C", "C", "C", "C", "C", "C", "C", "C", "C", "H", "H", "H", "H", "H", "H", "H", "H", "H", "H", "H", "H", "H", "H", "H", "H", "H", "H", "H", "H", "H", "H", "H", "H", "H", "H", "O", "C", "Co", "C", "O", "C", "O", "C", "C", "C", "C", "C", "C", "C", "C", "C", "Co", "C", "O", "C", "O", "C", "O", "H", "H", "H", "H", "H", "H", "H"], "xyz": [[0.6900, -4.0044, -4.7988], [0.0038, -3.4847, -3.5726], [-0.2496, -4.3606, -2.5174], [-0.9081, -3.9588, -1.3577], [-1.0926, -4.9436, -0.2465], [-1.3792, -2.6371, -1.2723], [-2.1488, -2.2611, -0.1280], [-1.9269, -1.3035, 0.7972], [-2.8706, -1.3456, 1.7677], [-3.0269, -0.4877, 2.8654], [-2.8122, 0.9261, 2.6742], [-2.6347, 1.4937, 1.4182], [-2.8238, 1.7371, 3.8551], [-3.1352, 1.2254, 5.1091], [-3.1974, 2.1224, 6.3183], [-3.3862, -0.1488, 5.2353], [-3.3055, -1.0099, 4.1349], [-3.4609, -2.4686, 4.4358], [-3.8467, -2.3966, 1.4793], [-3.4333, -2.9174, 0.1355], [-1.1647, -1.7463, -2.3417], [-1.7829, -0.3902, -2.3774], [-0.4006, -2.1583, -3.4375], [0.7387, -3.2411, -5.5767], [1.7098, -4.3383, -4.5731], [0.1503, -4.8709, -5.1994], [0.0959, -5.3911, -2.6053], [-1.0403, -4.4636, 0.7353], [-2.0318, -5.5080, -0.3283], [-0.2934, -5.6905, -0.2986], [-2.2216, 2.4946, 1.3548], [-1.0069, -0.7115, 0.8541], [-3.1250, 1.0550, 0.5455], [-2.5741, 2.7928, 3.7388], [-3.3407, 1.5313, 7.2288], [-2.2748, 2.7070, 6.4250], [-4.0292, 2.8356, 6.2428], [-3.6039, -0.5721, 6.2207], [-3.3766, -2.5875, 5.5220], [-4.4545, -2.8452, 4.1646], [-2.6917, -3.1075, 3.9901], [-3.7961, -3.2015, 2.2232], [-4.8656, -1.9875, 1.4970], [-4.1710, -2.6601, -0.6406], [-3.2955, -4.0009, 0.1675], [-1.3927, 0.1614, -3.2422], [-2.8807, -0.4025, -2.4590], [-1.5219, 0.1757, -1.4856], [-0.1489, -1.4354, -4.2150], [-0.3818, 1.5159, -0.3235], [0.3072, 1.7483, -1.2402], [1.5707, 2.1289, -2.3860], [2.5231, 0.6238, -2.2962], [3.0735, -0.3764, -2.1182], [0.8496, 1.8965, -4.0368], [0.2455, 1.4652, -4.9303], [2.1999, 3.7440, -1.8723], [2.1707, 2.8129, -0.8545], [2.4937, 2.4485, 0.4191], [3.8929, 2.4005, 0.7916], [4.3166, 2.4834, 2.1417], [5.6659, 2.4899, 2.4832], [6.6470, 2.3727, 1.4905], [6.2643, 2.2899, 0.1510], [4.9119, 2.2925, -0.1911], [2.9850, 3.7136, -3.6965], [2.2847, 3.6287, -5.3138], [1.9324, 3.6841, -6.4146], [4.1732, 2.4279, -3.8385], [4.9946, 1.6269, -4.0033], [3.8481, 5.2147, -3.9508], [4.4139, 6.1930, -4.2029], [1.8229, 4.7677, -1.7341], [1.7204, 2.2732, 1.1673], [3.5450, 2.5406, 2.9069], [5.9638, 2.5682, 3.5271], [7.7019, 2.3800, 1.7452], [7.0030, 2.2151, -0.6469], [4.5959, 2.2101, -1.2359]], "e_tot_ha": -4717.938654, "relative_energy_ev": 0.0000, "total_charge": -1}